Entry 1:
Below is a structure of composition C25H18BCl3F9IN4O3STeTi in a non-equilibrium geometry, with properties calculated with ωB97M-V/def2-TZVPD.

Geometry as XYZ:
```
67
Properties=species:S:1:pos:R:3
Ti -0.237 -1.334 0.209
C -0.997 3.482 1.250
C 0.227 3.093 0.479
N 1.236 3.969 0.445
C 2.315 3.634 -0.271
C 2.465 2.485 -1.016
C 3.745 2.266 -1.777
O 4.366 1.009 -1.555
C 1.405 1.539 -1.003
C 1.506 0.329 -1.742
N 0.720 -0.761 -1.627
C 1.239 -1.839 -2.413
C 2.573 -2.224 -2.275
C 3.079 -3.314 -2.959
C 2.276 -4.029 -3.835
C 0.963 -3.634 -4.029
C 0.465 -2.551 -3.323
I -1.522 -2.001 -3.671
C 0.317 1.888 -0.197
O -0.734 0.959 -0.102
H -0.708 4.193 2.022
H -1.471 2.619 1.708
H -1.719 3.969 0.587
H 3.132 4.351 -0.247
H 4.430 3.082 -1.518
H 3.573 2.320 -2.857
H 4.245 0.735 -0.635
H 2.329 0.266 -2.440
H 3.199 -1.684 -1.577
H 4.104 -3.616 -2.786
H 2.662 -4.891 -4.364
H 0.319 -4.171 -4.710
S -4.225 1.843 -1.530
C -2.981 2.089 -2.676
C -1.759 1.769 -2.178
C -1.853 1.324 -0.833
C -3.121 1.306 -0.325
C -3.576 0.893 1.015
C -4.855 1.201 1.481
C -5.209 0.800 2.755
C -4.295 0.089 3.519
C -3.053 -0.182 2.966
N -2.696 0.223 1.755
H -3.219 2.438 -3.668
H -0.831 1.817 -2.728
H -5.553 1.746 0.858
H -6.189 1.040 3.148
H -4.538 -0.254 4.516
H -2.307 -0.758 3.502
F -1.943 -1.285 -0.460
Te -1.849 -3.849 -0.714
F -1.696 -5.479 0.216
F -2.394 -3.343 1.085
F -1.010 -4.990 -2.049
F -0.327 -1.559 1.962
O -0.147 -3.087 -0.372
F 2.173 -2.524 0.875
B 2.644 -1.281 1.279
F 1.559 -0.349 0.899
F 3.779 -0.894 0.564
F 2.841 -1.190 2.638
Cl 1.160 -1.501 5.210
C 1.377 0.241 5.102
Cl 0.608 1.030 6.511
Cl 3.087 0.669 5.054
C 0.708 0.742 3.899
N 0.186 1.124 2.954
```

Values from the calculation:
Charge ... -1
LUMO energy (alpha / beta) ... 0.0735 / 0.0720 Eh
Energy ... -150379.04036 eV
Energy relative to the best compared isomer or geometry (same formula, charge and spin) ... 40.4 kcal per mole
Molar mass ... 1045.03 Da
HOMO-LUMO gap (alpha / beta) ... 0.20940 / 0.30354 Ha
Spin multiplicity ... 2

=====

Entry 2:
Below is a structure of composition C25H18BiBrIN5O2 in a non-equilibrium geometry, with properties calculated with ωB97M-V/def2-TZVPD.

Geometry as XYZ:
```
53
Properties=species:S:1:pos:R:3
Bi 2.719 -3.453 -1.108
O 8.294 -3.495 2.074
C 7.178 -3.340 1.409
C 7.083 -3.361 0.003
C 5.850 -3.239 -0.580
N 4.719 -3.063 0.121
C 4.806 -2.982 1.457
Br 3.230 -2.604 2.410
C 5.991 -3.129 2.134
H 9.075 -3.625 1.512
H 7.961 -3.488 -0.613
H 5.739 -3.273 -1.654
H 6.027 -3.090 3.210
C -7.542 5.846 -0.402
O -6.134 6.005 -0.387
C -5.331 4.949 -0.353
C -5.747 3.607 -0.346
C -4.815 2.596 -0.302
C -3.441 2.876 -0.267
C -3.029 4.222 -0.276
C -3.949 5.232 -0.319
C -2.456 1.843 -0.232
N -1.145 2.043 -0.239
C -0.577 0.830 -0.240
C -1.568 -0.180 -0.225
N -2.745 0.497 -0.207
C -1.257 -1.549 -0.244
C -2.182 -2.605 -0.137
C -1.740 -3.902 -0.223
C -0.384 -4.153 -0.440
N 0.505 -3.178 -0.520
C 0.126 -1.887 -0.387
C 1.135 -0.886 -0.349
N 2.432 -1.270 -0.392
C 3.396 -0.371 -0.270
C 3.141 0.986 -0.111
C 1.832 1.428 -0.122
C 0.801 0.492 -0.237
H -7.941 6.859 -0.410
H -7.896 5.326 0.495
H -7.876 5.317 -1.301
H -6.797 3.354 -0.378
H -5.170 1.576 -0.296
H -1.974 4.434 -0.244
H -3.644 6.267 -0.328
H -3.666 0.093 -0.204
H -3.230 -2.397 0.022
H -2.422 -4.733 -0.138
H -0.035 -5.170 -0.527
H 4.412 -0.735 -0.301
H 3.966 1.669 0.007
H 1.588 2.476 -0.047
I 2.684 -5.668 0.498
```

Values from the calculation:
Charge ... +2
LUMO energy ... -0.2485 Eh
Energy ... -121734.06189 eV
Energy relative to the best compared isomer or geometry (same formula, charge and spin) ... 7.7 kcal per mole
Molar mass ... 836.24 Da
HOMO-LUMO gap ... 0.19500 Ha
Spin multiplicity ... 1

=====

Entry 3:
Below is a structure of composition C25H18BrCrN3O8S2 in a non-equilibrium geometry, with properties calculated with ωB97M-V/def2-TZVPD.

Geometry as XYZ:
```
58
Properties=species:S:1:pos:R:3
Cr 0.270 0.434 0.049
O 3.816 -1.239 -1.353
C 3.724 -2.506 -0.887
C 4.771 -3.382 -1.164
C 4.726 -4.695 -0.719
C 3.636 -5.157 0.008
C 2.595 -4.280 0.286
C 2.619 -2.963 -0.151
C 1.440 -2.065 0.130
O 1.781 -0.720 0.172
N 0.457 -2.276 -1.003
N -0.521 -1.231 -0.980
C -0.398 -0.408 -1.954
C -1.525 0.532 -2.209
Br -2.019 1.496 -0.610
C -2.169 0.705 -3.342
C -3.304 1.651 -3.535
C -3.065 3.022 -3.611
C -4.127 3.903 -3.767
C -5.430 3.425 -3.836
C -5.671 2.060 -3.747
C -4.610 1.175 -3.605
H 3.094 -0.721 -0.925
H 5.614 -3.007 -1.734
H 5.555 -5.360 -0.938
H 3.596 -6.184 0.351
H 1.739 -4.619 0.864
H 0.975 -2.362 1.070
H -0.054 -3.124 -0.793
H 0.281 -0.647 -2.769
H -1.810 0.160 -4.214
H -2.047 3.390 -3.551
H -3.933 4.968 -3.826
H -6.258 4.115 -3.955
H -6.688 1.684 -3.784
H -4.796 0.109 -3.526
O 0.735 2.056 3.653
C 0.488 1.358 2.707
O 0.726 1.655 1.429
C -0.217 -0.013 2.818
O -0.445 -0.545 3.881
O -0.544 -0.472 1.623
O -0.102 1.819 -5.764
S 0.555 2.844 -4.993
O 0.186 4.207 -5.241
N 0.411 2.509 -3.382
C 1.560 2.200 -2.856
S 1.858 1.812 -1.211
C 2.715 2.197 -3.830
C 4.019 1.777 -3.621
C 4.894 1.801 -4.703
C 4.472 2.234 -5.958
C 3.161 2.639 -6.169
C 2.305 2.602 -5.087
H 4.325 1.417 -2.645
H 5.915 1.465 -4.567
H 5.173 2.236 -6.786
H 2.818 2.964 -7.145
```

Values from the calculation:
Charge ... -1
LUMO energy (alpha / beta) ... 0.0647 / 0.0386 Eh
Energy ... -167204.64503 eV
Energy relative to the best compared isomer or geometry (same formula, charge and spin) ... 20.3 kcal per mole
Molar mass ... 684.47 Da
HOMO-LUMO gap (alpha / beta) ... 0.29155 / 0.26541 Ha
Spin multiplicity ... 4

=====

Entry 4:
Below is a structure of composition C25H18Cl5N4O6Sc in a non-equilibrium geometry, with properties calculated with ωB97M-V/def2-TZVPD.

Geometry as XYZ:
```
59
Properties=species:S:1:pos:R:3
Sc 0.379 -0.472 -0.668
N -2.212 -1.000 0.287
C -3.020 -1.172 -0.923
C -2.227 -1.845 -2.051
O -2.837 -2.624 -2.808
N -0.952 -1.492 -2.106
C -0.189 -2.158 -3.155
C 1.324 -2.056 -2.915
O 2.079 -2.717 -3.623
O 1.693 -1.254 -1.976
H -2.022 -1.911 0.693
H -2.721 -0.467 0.979
H -3.327 -0.183 -1.277
H -3.924 -1.767 -0.765
H -0.404 -1.716 -4.136
H -0.461 -3.213 -3.237
C 0.095 -4.768 -0.650
O -0.359 -5.042 0.678
C -0.175 -4.137 1.693
C -0.469 -4.627 2.950
C -0.339 -3.840 4.096
C 0.100 -2.543 3.970
C 0.381 -2.001 2.709
C 0.895 -0.656 2.622
N 1.081 -0.017 1.529
N 1.676 1.220 1.676
C 1.936 1.750 0.503
O 1.714 1.212 -0.628
C 2.548 3.112 0.532
C 2.916 3.706 -0.671
C 3.477 4.974 -0.685
C 3.669 5.663 0.505
C 3.297 5.077 1.708
C 2.738 3.809 1.724
C 0.223 -2.771 1.519
O 0.423 -2.255 0.359
H 0.004 -5.714 -1.184
H -0.517 -4.012 -1.136
H 1.134 -4.440 -0.669
H -0.808 -5.654 3.015
H -0.578 -4.256 5.067
H 0.224 -1.920 4.850
H 1.178 -0.165 3.556
H 2.746 3.150 -1.584
H 3.759 5.434 -1.625
H 4.107 6.655 0.494
H 3.437 5.620 2.636
H 2.435 3.335 2.647
Cl -1.656 1.810 1.747
C -1.853 2.169 0.051
C -1.068 1.478 -0.876
C -1.245 1.922 -2.190
Cl -0.217 1.227 -3.404
C -2.167 2.886 -2.582
Cl -2.346 3.338 -4.242
C -2.954 3.503 -1.616
Cl -4.115 4.703 -2.065
C -2.782 3.153 -0.280
Cl -3.723 3.956 0.933
```

Values from the calculation:
Charge ... -2
LUMO energy ... 0.1511 Eh
Energy ... -127782.84182 eV
Molar mass ... 692.66 Da
HOMO-LUMO gap ... 0.23971 Ha
Spin multiplicity ... 1